Entry from the OMol25 dataset: a structure of composition C36H39ClHfP2 (ωB97M-V with the def2-TZVPD basis set).

Properties
LUMO level	-8.3055	eV
DFT total energy	-2585.2959	hartree
gap between HOMO and LUMO	4.811	eV

```
! wB97M-V def2-TZVPD RIJCOSX def2/J DEFGRID3
* xyz 2 1
Hf 0.0686 -0.1075 3.1206
C -1.8415 0.7493 -4.4873
C -1.8487 -0.5215 -4.0675
C -0.9714 -1.6806 -4.4623
C 0.3604 -1.3524 -5.1727
C 1.2736 -0.4808 -4.3446
C 1.2807 0.8523 -4.2264
C 0.4038 1.8904 -4.8763
C -0.9282 1.4087 -5.4926
C 1.4724 0.3767 4.6296
H -2.5714 1.4157 -4.0273
H -2.6005 -0.7797 -3.3205
H -1.5516 -2.3687 -5.0972
H -0.7456 -2.2498 -3.5497
H 0.8714 -2.3026 -5.3683
H 0.1636 -0.9099 -6.1509
H 2.0034 -1.0244 -3.7443
H 2.0320 1.2744 -3.5578
H 0.9841 2.4145 -5.6520
H 0.1782 2.6538 -4.1183
H -1.4393 2.2891 -5.9000
H -0.7317 0.7546 -6.3440
H 1.2593 1.3535 5.0743
H 2.4938 0.3933 4.2271
H 1.4331 -0.3840 5.4200
P -1.4083 -0.6233 1.4787
P 1.6217 -0.0937 1.4649
C -0.4902 -0.8654 -0.0882
C 0.8321 -0.6582 -0.0883
C -2.4070 -2.1471 1.5960
C -2.7675 -2.9012 0.4694
C -3.4933 -4.0804 0.6203
C -3.8662 -4.5135 1.8957
C -3.5135 -3.7653 3.0189
C -2.7849 -2.5849 2.8711
C -2.6160 0.6640 1.0150
C -2.2219 2.0103 1.0255
C -3.1553 3.0188 0.7960
C -4.4937 2.6956 0.5652
C -4.8944 1.3587 0.5663
C -3.9626 0.3463 0.7903
C 3.1005 -1.1477 1.5863
C 3.0129 -2.4341 2.1358
C 4.1635 -3.1969 2.3299
C 5.4130 -2.6786 1.9875
C 5.5085 -1.3924 1.4522
C 4.3606 -0.6285 1.2541
C 2.2823 1.5342 0.9539
C 2.4893 2.4913 1.9559
C 2.9337 3.7704 1.6223
C 3.1761 4.0992 0.2880
C 2.9755 3.1471 -0.7147
C 2.5293 1.8690 -0.3851
H -1.0262 -1.1573 -0.9910
H 1.4326 -0.7740 -0.9905
H -2.4915 -2.5576 -0.5242
H -3.7710 -4.6612 -0.2550
H -4.4354 -5.4318 2.0105
H -3.8087 -4.0974 4.0102
H -2.5056 -1.9849 3.7335
H -1.1836 2.2663 1.2203
H -2.8375 4.0579 0.8001
H -5.2217 3.4823 0.3881
H -5.9359 1.1021 0.3935
H -4.2801 -0.6921 0.7904
H 2.0427 -2.8352 2.4180
H 4.0840 -4.1953 2.7510
H 6.3095 -3.2727 2.1400
H 6.4798 -0.9818 1.1911
H 4.4395 0.3728 0.8410
H 2.3041 2.2116 2.9909
H 3.0976 4.5063 2.4045
H 3.5270 5.0941 0.0281
H 3.1686 3.4015 -1.7532
H 2.3840 1.1260 -1.1647
Cl -0.4515 3.2409 3.7161
C -1.2024 1.6613 4.0525
H -1.2477 1.5197 5.1518
H -2.2420 1.6418 3.6723
*
```

=====

Entry from the OMol25 dataset: a structure of composition C4H8ClFO (ωB97M-V with the def2-TZVPD basis set).

Properties
LUMO level	0.8202	eV
DFT total energy	-792.4160	hartree
energy relative to the best compared isomer or geometry (same formula, charge and spin)	2.4375	eV
gap between HOMO and LUMO	11.118	eV

```
! wB97M-V def2-TZVPD RIJCOSX def2/J DEFGRID3
* xyz 0 1
C -1.1341 1.6236 0.0825
C -1.1165 0.2674 -0.5014
C 0.2757 -0.2921 0.1040
C 0.3571 -0.3998 1.5112
H -0.3504 2.1553 -0.5611
H -0.4882 1.7594 1.3226
H -2.2539 2.0291 0.1659
H -0.9671 0.5117 -1.5978
H -2.0316 -1.3550 -0.6519
H 1.0132 -1.2681 1.7913
H 0.6743 0.5411 1.8705
H -0.6865 -0.5648 1.6750
O -2.1618 -0.5862 -0.0964
F 0.3426 -1.5706 -0.4834
Cl 1.7064 0.4601 -0.3571
*
```

=====

Entry from the OMol25 dataset: a structure of composition CHLiO2Pt (ωB97M-V with the def2-TZVPD basis set).

Properties
LUMO level (alpha / beta)	-11.9766 / -14.4495	eV
DFT total energy	-315.1343	hartree
energy relative to the best compared isomer or geometry (same formula, charge and spin)	0.7061	eV
gap between HOMO and LUMO (alpha / beta)	9.157 / 6.642	eV

```
! wB97M-V def2-TZVPD RIJCOSX def2/J DEFGRID3
* xyz 2 3
H 0.0413 -1.7814 -0.4039
O 0.4593 -0.9717 -0.0071
C -0.5550 -0.0655 0.0549
O -0.0504 1.0995 0.0140
Li -1.7651 1.2316 0.3157
Pt 1.8699 0.4875 0.0264
*
```

=====

Entry from the OMol25 dataset: a cluster of 2 separate species, C6H17N2 in total (ωB97M-V with the def2-TZVPD basis set).

Properties
LUMO level (alpha / beta)	-12.5789 / -12.6044	eV
DFT total energy	-347.4219	hartree
energy relative to the best compared isomer or geometry (same formula, charge and spin)	5.5896	eV
gap between HOMO and LUMO (alpha / beta)	7.190 / 7.168	eV

```
! wB97M-V def2-TZVPD RIJCOSX def2/J DEFGRID3
* xyz 2 2
C 1.7691 0.3607 1.3057
N -0.3972 -0.4602 -0.3368
C -0.6513 -0.0234 -1.6199
C -0.6796 -1.2758 -2.4641
C -0.6866 -1.0370 -3.9761
C 0.9848 -0.2192 2.5271
N 0.4149 0.8747 3.2831
C -0.4764 1.7129 2.5601
H 1.0201 0.7608 0.6194
H 2.3368 1.2164 1.6657
H -1.1762 -1.0601 0.0109
H 0.1145 0.6975 -1.9408
H -1.5366 0.6415 -1.7356
H 0.2235 -1.8568 -2.1686
H -1.5844 -1.8269 -2.1692
H 0.2883 -1.0294 -4.4909
H -1.2690 -0.1150 -4.1378
H -1.3211 -1.8212 -4.4125
H 1.6200 -0.8311 3.1749
H 0.2558 -0.9720 2.1679
H 2.5525 -0.2010 0.8066
H 0.2796 0.5929 4.2551
H -1.1131 1.0423 1.9486
H -0.9981 2.4009 3.2296
H 0.0297 2.4283 1.8974
*
```

=====

Entry from the OMol25 dataset: an isolated molecule of C9H11NO3 (ωB97M-V with the def2-TZVPD basis set).

Properties
LUMO level	0.4914	eV
DFT total energy	-629.9674	hartree
energy relative to the best compared isomer or geometry (same formula, charge and spin)	2.4740	eV
SMILES string	N[C@@H](Cc1ccc(O)cc1)C(=O)O
gap between HOMO and LUMO	9.712	eV

```
! wB97M-V def2-TZVPD RIJCOSX def2/J DEFGRID3
* xyz 0 1
C -1.2786 1.6173 -0.9009
C -2.1359 1.4909 0.5134
C 0.1373 1.4331 -0.6804
C 0.5681 -0.0162 -0.1987
C 1.2284 -0.2522 1.0919
C 0.7613 -1.1047 -1.0227
C 1.7029 -1.5346 1.6173
C 1.0437 -2.4216 -0.5310
C 1.5394 -2.6589 0.7812
H -2.7017 3.2131 -1.4299
H -1.1164 3.6496 -0.7926
H -1.7261 0.7520 -1.4083
H 0.4708 2.2965 -0.0423
H 0.6716 1.6671 -1.5844
H 1.3689 0.5426 1.8440
H 0.4703 -0.8903 -2.0476
H 2.2154 -1.6925 2.5972
H 0.8809 -3.1745 -1.2588
H 1.7556 -4.5224 0.7133
H -1.2609 -0.2849 0.7556
N -1.6353 2.9804 -1.4653
O -2.7339 2.4808 1.0047
O 1.8492 -3.8596 1.3195
O -2.0749 0.2889 1.1247
*
```

=====

Entry from the OMol25 dataset: an isolated molecule of C14H22ClN3O3S (ωB97M-V with the def2-TZVPD basis set).

Properties
LUMO level	0.5099	eV
DFT total energy	-1795.0624	hartree
energy relative to the best compared isomer or geometry (same formula, charge and spin)	0.1407	eV
SMILES string	CCCCc1nc(Cl)c(C(=O)N[C@@H](CCSC)C(=O)O)n1C
gap between HOMO and LUMO	9.129	eV

```
! wB97M-V def2-TZVPD RIJCOSX def2/J DEFGRID3
* xyz 0 1
O 1.5714 2.0354 0.1377
O -0.4567 4.5803 -2.7333
Cl 2.1169 -1.6502 -1.8992
N 0.9599 -2.3797 0.5281
O -1.2554 3.0322 -1.2530
S -0.8628 0.3070 -4.0911
C 1.1655 1.0868 -0.4646
C -0.3742 3.4786 -2.1617
C 0.3842 -1.7810 1.5404
C 1.3114 -1.3839 -0.3421
C 0.9310 -0.1766 0.1859
N 0.3512 -0.4022 1.3930
N 0.8560 1.2832 -1.7985
C -2.0049 -0.0473 -5.5015
C -0.0168 0.6728 2.3422
C -0.7305 -2.1332 5.8660
C -0.1749 1.8493 -4.7848
C -0.2176 -2.5210 2.7078
C -0.0042 -3.2410 5.1197
C 0.7179 -2.7168 3.8931
C 1.0440 2.3992 -4.0013
C 0.8436 2.5925 -2.4622
H -1.9121 3.7019 -1.1500
H 0.4979 0.5021 -2.2994
H -2.3657 -1.0459 -5.3991
H -1.5532 0.0938 -6.4732
H -2.8790 0.6555 -5.4681
H -0.3861 0.3490 3.3335
H -0.8016 1.2385 1.8717
H 0.8657 1.3176 2.5635
H -1.2182 -2.5495 6.7828
H -1.5126 -1.7752 5.2389
H -0.0522 -1.3424 6.1626
H -0.9742 2.5876 -4.8125
H 0.2073 1.6917 -5.7898
H -1.0668 -1.9550 3.0398
H -0.5802 -3.5024 2.3865
H -0.7265 -4.0163 4.8527
H 0.7018 -3.7230 5.8112
H 1.2715 -1.7803 4.1551
H 1.4328 -3.5127 3.5721
H 1.8513 1.6580 -4.1669
H 1.3489 3.3710 -4.3799
H 1.6965 3.1514 -2.0524
*
```